44
Properties=species:S:1:pos:R:3:forces:R:3 method="wB97M-V/def2-TZVPD" spin_multiplicity=1 homo_lumo_gap_ha=0.2610 de_lowest_kcal_mol=422.3
N -0.940 -3.124 0.074 -1.8 -1.5 -3.2
C -1.926 -2.422 -0.401 -7.2 3.4 -0.4
N -2.719 -1.612 0.359 -1.7 -0.4 -2.2
C -3.784 -1.277 -0.495 0.2 -0.3 -2.3
N -3.651 -1.808 -1.861 -3.2 4.3 6.4
N -2.607 -2.473 -1.609 4.7 -2.0 3.2
H -2.264 -2.930 -2.328 2.3 -3.0 -4.3
S -5.190 -0.208 -0.115 1.2 -0.4 1.2
C -4.643 0.447 1.532 -0.6 -1.1 5.1
C -3.445 1.390 1.387 -10.4 12.7 0.8
O -3.727 2.827 1.376 1.5 -7.5 0.1
N -2.379 0.915 1.121 8.8 -7.7 -1.0
C -1.113 1.154 0.516 -11.8 15.0 4.6
C -0.134 0.515 0.271 7.7 -11.8 -3.3
C 0.959 0.821 -0.579 -4.0 2.0 4.5
C 1.093 2.151 -0.598 10.8 -4.9 -7.3
C 0.243 2.942 -0.249 -9.5 13.0 4.8
C -0.969 2.638 0.443 3.4 -1.7 -3.2
H -1.578 3.514 0.595 -0.9 -0.8 0.7
H 0.333 4.197 -0.394 0.3 -3.9 0.2
Cl 2.513 2.711 -1.661 -1.3 0.5 1.2
S 1.933 -0.405 -0.810 3.2 -2.8 -13.3
O 2.871 -0.024 -2.020 -4.2 -1.1 2.7
O 1.166 -1.625 -0.945 0.0 0.4 0.3
N 2.963 -0.580 0.188 2.7 -8.1 8.2
C 3.749 -2.003 0.381 -16.0 -1.0 8.9
H 2.934 -2.989 0.215 2.6 3.3 0.5
C 4.418 -2.066 1.695 -5.0 -7.4 -1.7
O 5.204 -1.215 2.090 7.6 7.4 2.1
C 4.657 0.023 2.073 -1.7 3.4 -2.5
H 5.402 0.928 2.126 -1.3 -2.1 0.3
C 3.863 0.311 0.557 2.4 4.8 5.6
H 3.358 1.304 0.778 1.0 -0.8 -0.7
H 4.598 0.292 -0.160 2.2 1.1 -1.7
H 3.858 0.016 2.827 0.1 0.7 0.1
H 5.014 -2.942 1.747 0.1 -1.9 -0.8
H 3.662 -2.276 2.362 -2.3 -0.3 2.4
H 4.399 -2.015 -0.160 12.4 0.0 -12.5
H -0.286 -0.583 0.438 0.5 0.8 0.0
H -2.431 -0.079 1.318 0.1 -0.7 -0.3
H -4.193 -0.497 2.400 -1.6 2.4 -3.0
H -5.603 0.984 2.292 3.1 -1.6 -3.1
H -0.286 -3.096 -0.597 4.2 -0.6 -1.8
H -0.801 -3.134 0.988 1.1 0.0 4.6

---

50
Properties=species:S:1:pos:R:3:forces:R:3 method="wB97M-V/def2-TZVPD" charge=+1 spin_multiplicity=1 homo_lumo_gap_ha=0.2623
C -1.816 -2.454 3.835 0.1 -1.2 -1.3
P -0.697 -1.171 4.716 -2.7 -0.4 3.0
C 0.075 -2.118 6.194 1.7 -0.9 0.8
S 0.797 -0.360 3.407 1.7 0.5 -1.3
C 0.107 1.309 2.800 -0.2 1.4 -0.3
C -1.294 1.021 1.992 -0.8 0.0 -0.1
O -1.292 1.711 0.682 1.6 -2.8 0.4
C -0.536 0.846 -0.283 -0.4 0.0 -0.5
C 0.239 1.850 -1.338 -1.3 3.3 0.2
F 0.267 3.199 -0.658 0.2 -4.1 -2.3
F -0.562 2.085 -2.597 2.8 -1.2 3.9
C 1.806 1.461 -1.624 2.5 1.8 0.3
F 2.474 2.308 -2.655 -2.7 -2.9 3.5
F 2.544 1.749 -0.337 -2.4 -0.8 -3.6
C 2.082 -0.121 -1.956 3.4 0.0 -1.3
F 2.402 -0.817 -0.670 -1.5 1.8 -4.0
F 3.335 -0.152 -2.800 -4.0 -0.1 3.0
C 0.922 -0.857 -2.850 0.5 -2.7 -1.4
F 0.570 -0.165 -4.114 1.3 -1.8 4.4
F 1.503 -2.189 -3.264 -1.7 4.1 1.3
C 2.371 0.128 4.364 1.1 1.3 8.6
O 2.285 0.205 5.712 0.5 -0.6 -9.8
N 3.679 0.457 3.623 -4.7 2.0 -0.1
C 3.714 1.971 3.328 5.2 3.8 -5.2
O 4.641 2.462 2.474 -7.3 -3.8 6.8
F 2.720 2.919 3.932 3.0 -3.9 -1.5
H -1.246 -2.883 2.886 -1.5 0.8 1.8
H -2.079 -3.394 4.522 0.8 2.3 -1.3
H -2.826 -1.903 3.546 2.3 -1.2 0.5
H -0.687 -2.862 6.704 1.2 1.7 -1.5
H 0.992 -2.774 5.848 -1.8 1.3 0.8
H 0.445 -1.377 7.036 -0.8 -1.4 -2.0
H -0.053 2.078 3.697 0.5 -1.9 -1.9
H 0.925 1.719 2.038 -1.7 -0.9 1.7
H -1.481 -0.130 1.758 0.4 2.3 0.9
H -2.188 1.475 2.635 2.0 -1.1 -1.6
H 0.216 0.126 0.270 -1.1 1.7 -1.1
H -1.273 0.131 -0.886 1.3 1.8 1.2
H -0.014 -1.136 -2.176 1.8 0.8 -1.9
H 3.553 -0.028 2.692 0.8 0.9 0.8
C -2.311 0.473 -6.136 0.6 1.1 0.1
C -2.904 -0.658 -5.368 -0.6 -0.1 0.3
O -3.480 -1.469 -6.366 0.8 0.2 -0.1
C -2.719 -1.258 -7.477 0.1 -1.8 -3.3
O -2.731 -1.978 -8.461 0.0 1.9 2.6
O -1.935 -0.144 -7.350 -0.4 -0.9 -0.1
F -3.889 -0.223 -4.551 -0.1 -0.1 0.4
H -3.034 1.270 -6.343 -0.1 -0.2 0.2
H -1.444 0.909 -5.632 0.0 -0.1 -0.2
H -2.175 -1.242 -4.795 -0.2 0.0 0.1

---

38
Properties=species:S:1:pos:R:3:forces:R:3 method="wB97M-V/def2-TZVPD" charge=+1 spin_multiplicity=2 homo_lumo_gap_ha="0.2409 / 0.2279" de_lowest_kcal_mol=38.6
Pd -0.927 -0.073 -0.449 -2.7 1.0 0.7
C 0.793 -1.692 1.184 -0.1 0.0 0.1
Si 1.584 -0.075 0.659 0.7 -0.1 0.2
C 2.211 -0.159 -1.083 0.3 0.1 -0.1
C 2.979 0.263 1.832 0.1 0.2 0.2
N 0.256 1.110 0.665 0.4 0.3 -0.3
C -0.088 2.193 1.364 0.3 -0.2 -0.4
C 0.797 2.779 2.320 0.0 0.0 0.1
C 0.453 3.918 2.992 0.1 0.0 0.1
C -0.783 4.537 2.756 -0.1 0.1 0.0
C -1.686 4.003 1.840 0.1 0.0 0.1
C -1.341 2.859 1.173 0.1 0.2 0.1
F -2.206 2.342 0.316 -0.2 -0.2 -0.3
H 1.608 -2.385 1.422 -0.1 0.0 0.0
H 0.187 -2.187 0.421 -0.1 -0.1 -0.1
H 0.188 -1.572 2.086 0.0 -0.1 0.0
H 3.102 -0.798 -1.120 -0.1 0.1 0.0
H 2.497 0.834 -1.444 0.0 -0.1 0.0
H 1.479 -0.565 -1.777 -0.1 0.0 -0.1
H 3.726 -0.528 1.719 0.0 0.0 0.0
H 2.649 0.263 2.875 0.1 0.0 0.0
H 3.473 1.216 1.622 0.0 -0.1 0.0
H 1.749 2.301 2.497 -0.1 0.1 0.0
H 1.140 4.346 3.710 0.0 0.0 0.0
H -1.045 5.440 3.292 0.0 0.0 0.0
H -2.647 4.464 1.650 0.0 0.0 0.0
O -2.580 -1.225 -0.781 2.2 0.0 0.2
N -1.901 -2.038 -1.647 -2.2 -0.6 -1.6
C -2.149 -3.351 -1.601 -0.2 -0.6 0.8
C -1.837 -4.181 -2.641 0.0 -0.4 0.2
C -1.304 -3.628 -3.794 0.0 -0.3 -0.2
C -1.152 -2.269 -3.867 0.3 0.6 -0.1
C -1.481 -1.457 -2.784 0.7 0.2 -0.8
S -1.313 0.280 -2.780 0.4 -0.2 1.1
H -2.623 -3.668 -0.682 0.0 -0.1 0.0
H -2.032 -5.241 -2.557 0.0 0.1 0.1
H -1.021 -4.260 -4.628 -0.1 0.1 0.0
H -0.756 -1.797 -4.757 0.0 0.0 0.0

---

37
Properties=species:S:1:pos:R:3:forces:R:3 method="wB97M-V/def2-TZVPD" spin_multiplicity=5 homo_lumo_gap_ha="0.2757 / 0.2649" de_lowest_kcal_mol=32.0
C 2.317 3.391 -0.438 0.1 0.6 0.2
C 1.473 2.186 -0.141 -2.2 0.4 0.9
N 1.810 0.936 -0.533 1.0 0.1 0.3
C 2.369 -0.028 0.169 -1.5 -1.5 1.3
C 3.803 -0.367 0.332 0.9 -0.1 0.2
O 1.669 -0.933 0.781 1.3 0.7 -0.8
O 0.363 2.422 0.411 2.1 -0.2 -0.7
H 3.393 3.284 -0.309 0.0 -0.4 -0.1
H 2.121 3.747 -1.452 0.0 -0.2 -0.1
H 1.970 4.167 0.242 0.1 0.1 -0.1
H 4.493 0.461 0.267 0.1 0.3 -0.2
H 3.880 -0.857 1.300 0.2 0.2 0.1
H 4.083 -1.152 -0.373 0.0 0.2 -0.3
C -1.495 1.593 -2.052 0.9 0.1 -0.5
C -2.088 0.663 -1.077 -1.5 -0.1 2.3
C -2.040 0.755 0.333 -1.6 3.0 -1.5
Fe -1.137 -1.028 0.444 2.8 6.1 -1.8
C 0.066 -0.283 1.831 1.9 3.0 3.7
O 0.466 0.172 2.822 -0.9 -1.3 -2.2
C 0.200 -0.851 -0.998 2.3 -0.3 -4.4
O 0.732 -1.091 -1.999 -1.4 0.2 2.1
C -2.227 -2.044 1.742 -0.9 -2.5 0.5
C -0.902 -2.610 1.629 -1.5 -2.5 0.7
C -0.688 -2.968 0.259 -0.7 -1.8 0.4
C -1.880 -2.623 -0.484 -0.9 -1.7 -0.1
C -2.821 -2.040 0.433 -0.9 -2.4 0.6
H -2.272 2.328 -2.325 0.3 -0.1 0.3
H -0.612 2.105 -1.631 -0.5 -0.1 -0.4
H -1.255 1.080 -3.000 0.2 0.2 0.4
H -2.841 -0.006 -1.499 0.1 0.0 0.1
H -1.405 1.567 0.748 -0.4 -0.8 -0.4
H -2.946 0.554 0.940 0.7 -0.3 -0.5
H -2.697 -1.715 2.661 0.1 0.1 -0.2
H -0.232 -2.834 2.451 0.0 0.3 -0.2
H 0.185 -3.489 -0.122 -0.2 0.4 0.0
H -2.038 -2.799 -1.545 0.1 0.1 0.3
H -3.815 -1.695 0.181 0.2 0.1 0.0

---

33
Properties=species:S:1:pos:R:3:forces:R:3 method="wB97M-V/def2-TZVPD" charge=-1 spin_multiplicity=1 homo_lumo_gap_ha="0.2009 / 0.2007"
C -0.997 -3.372 -1.095 -0.3 0.4 -0.2
C -1.705 -2.793 -2.166 0.6 -0.2 0.3
C -2.470 -1.700 -1.662 0.2 -0.2 0.6
C -2.279 -1.621 -0.277 0.5 -0.5 -0.4
C -1.295 -2.613 0.086 -0.2 0.2 -0.1
Ga 0.695 -1.591 0.933 -3.8 -1.1 4.4
N 0.832 -2.557 2.749 0.7 1.7 -3.7
C 1.627 -1.155 -0.757 2.1 -0.7 -3.8
C 1.107 -0.407 -1.793 -0.2 -0.2 2.1
H -3.087 -1.046 -2.257 -0.2 0.0 0.0
H -1.679 -3.114 -3.205 0.0 0.0 0.2
H -2.818 -0.973 0.411 0.3 -0.1 -0.2
H -0.996 -2.894 1.101 -0.7 -0.4 -0.1
H -0.396 -4.284 -1.106 -0.1 0.4 -0.1
H 0.488 -0.908 -2.554 0.4 0.3 0.3
H 2.338 -0.743 -0.029 0.0 0.5 -0.5
H 1.574 -1.822 2.795 0.3 -0.2 1.4
H 1.090 0.705 -1.661 0.1 -1.1 -0.5
H 1.782 -2.282 -0.883 -0.4 1.5 -0.2
C -0.280 0.275 1.300 0.2 0.4 0.7
C 0.160 1.667 0.990 -0.2 -1.0 0.1
C 1.053 2.326 1.844 0.4 0.6 -0.3
C 1.581 3.571 1.490 -0.2 -0.2 0.2
C 1.179 4.200 0.308 0.0 -0.2 -0.1
C 0.228 3.584 -0.511 -0.2 -0.2 0.2
C -0.306 2.338 -0.156 0.4 0.3 -0.2
H -0.175 0.051 2.376 -0.4 0.5 -0.2
H -1.323 0.165 0.990 0.5 -0.3 0.1
H 1.335 1.842 2.781 0.0 0.1 -0.3
H 2.307 4.055 2.149 -0.2 -0.1 -0.2
H 1.603 5.160 0.027 -0.1 -0.1 0.0
H -0.108 4.075 -1.430 0.1 -0.1 0.3
H -1.066 1.862 -0.785 0.3 0.1 0.2

---

33
Properties=species:S:1:pos:R:3:forces:R:3 method="wB97M-V/def2-TZVPD" spin_multiplicity=6 homo_lumo_gap_ha="0.1890 / 0.2794"
C -0.688 0.816 -2.119 -1.7 -0.7 -0.4
C 0.597 0.469 -1.674 1.4 1.5 1.1
C 0.827 1.065 -0.363 1.1 0.6 -1.8
C -0.327 1.826 -0.061 -0.7 1.8 0.2
C -1.469 1.665 -1.117 1.8 1.0 1.2
Ir -0.422 -0.603 -0.090 -3.1 -1.1 0.2
N -2.735 1.486 -0.374 -0.6 -1.1 -1.0
C 0.453 -2.359 -0.144 2.2 -0.6 0.3
C 1.632 -1.563 0.032 1.2 -1.0 0.0
H 1.683 0.865 0.276 -0.1 0.9 -0.6
H 1.320 -0.155 -2.172 -0.1 0.2 -0.4
H -0.369 2.489 0.808 -0.4 -0.4 -0.4
H -1.758 2.614 -1.595 0.3 0.5 -0.2
H -1.027 0.592 -3.121 -0.2 -0.1 0.1
H 2.162 -1.197 -0.863 0.0 -0.5 0.9
H 0.209 -2.880 0.766 -0.6 -0.9 -0.2
H -3.451 0.967 -0.952 0.9 0.5 0.4
H 2.121 -1.437 1.044 -0.7 -0.5 -1.6
H 0.204 -2.695 -1.168 0.0 -0.4 0.6
C -1.160 -0.231 1.776 -0.7 1.2 0.7
C -0.175 -0.066 2.928 -1.2 0.4 -0.3
C 1.215 -0.056 2.843 0.0 -0.6 0.6
C 1.955 -0.427 3.978 -0.6 0.6 0.1
C 1.315 -0.491 5.216 0.1 -0.2 0.1
C -0.047 -0.165 5.322 0.2 0.0 0.1
C -0.801 0.047 4.179 0.9 -0.4 0.2
H -1.911 -1.024 2.005 0.6 0.2 0.0
H -1.773 0.701 1.726 0.2 -0.6 -0.1
H 1.737 0.186 1.926 -0.3 -0.5 0.2
H 3.005 -0.677 3.857 0.0 0.3 0.2
H 1.881 -0.792 6.105 -0.3 0.2 -0.4
H -0.535 -0.127 6.290 0.2 0.0 0.0
H -1.868 0.266 4.223 0.2 -0.3 0.0

---

What did we get for DFT total energy? Answer: -66099.411, -75848.491, -44723.522, -58854.140, -68654.930, -19111.491 eV, in the order shown.
What did we get for maximum force? Answer: 19.6, 10.7, 3.0, 7.0, 5.9, 3.3 eV/Å, in the order shown.